DFT (wB97M-V/def2-TZVPD) results for a 13-piece molecular cluster, C54H145N11O15 overall.

Properties
Lowest unoccupied orbital energy (alpha / beta) (eV): -1.539 / -7.156
Multiplicity: 2
Orbital gap (alpha / beta) (eV): 8.8 / 3.2
Net charge: +1
Molecular weight (g/mol): 1188.8
F_max (eV/Å): 2.8
HOMO energy (alpha / beta) (Ha): -0.38142 / -0.38142

Geometry as XYZ:
```
225
C54H145N11O15 wB97M-V/def2-TZVPD
C -0.390 5.096 5.515
C -1.076 4.651 4.189
C -0.495 5.367 2.969
O -0.901 3.245 4.063
H -0.620 4.400 6.321
H -0.762 6.079 5.800
H 0.684 5.114 5.330
H -2.132 4.903 4.289
H -0.647 6.446 2.983
H -0.996 4.987 2.078
H 0.550 5.066 2.904
H -1.589 2.839 4.596
C -5.395 1.170 1.579
C -4.681 -0.139 1.240
C -5.615 -1.438 1.127
O -4.073 0.039 -0.032
H -4.799 2.079 1.512
H -5.924 1.034 2.522
H -6.150 1.310 0.805
H -3.879 -0.466 1.903
H -5.180 -2.226 0.512
H -6.566 -1.170 0.667
H -5.767 -1.934 2.086
H -3.184 0.311 0.205
C 4.732 9.238 -4.327
O 4.195 7.922 -4.691
C 5.185 6.937 -5.062
C 4.331 5.608 -5.285
N 4.072 4.807 -4.032
C 3.106 5.525 -3.151
C 2.752 4.841 -1.812
O 1.887 3.784 -2.215
C 1.392 3.038 -1.151
H 5.449 9.215 -3.506
H 3.937 9.919 -4.024
H 5.257 9.728 -5.147
H 5.923 6.882 -4.262
H 5.733 7.171 -5.974
H 5.005 5.050 -5.935
H 3.417 5.861 -5.822
H 3.682 3.917 -4.309
H 2.187 5.668 -3.721
H 3.540 6.476 -2.841
H 2.115 5.444 -1.164
H 3.586 4.329 -1.333
H 0.696 2.283 -1.518
H 0.901 3.748 -0.486
H 2.105 2.427 -0.598
C -0.144 -3.873 -1.860
O 0.225 -3.662 -3.207
C 1.404 -4.398 -3.563
C 1.952 -3.941 -4.893
N 1.513 -4.810 -5.977
C 1.863 -4.340 -7.327
C 1.048 -5.109 -8.365
O -0.333 -4.709 -8.143
C -1.266 -4.929 -9.215
H -0.310 -4.935 -1.676
H -1.113 -3.413 -1.664
H 0.610 -3.544 -1.145
H 1.307 -5.478 -3.453
H 2.137 -4.007 -2.857
H 3.042 -3.948 -4.881
H 1.619 -2.912 -5.023
H 0.503 -4.810 -5.966
H 2.931 -4.478 -7.491
H 1.838 -3.250 -7.324
H 1.205 -6.187 -8.382
H 1.315 -4.726 -9.350
H -1.359 -5.941 -9.609
H -1.039 -4.338 -10.101
H -2.271 -4.650 -8.899
C -1.998 0.874 -2.763
C -1.890 0.563 -4.245
C -2.071 -0.976 -4.445
O -2.013 -1.365 -5.796
C -1.957 -2.754 -6.021
N -2.841 1.208 -5.103
H -1.317 0.202 -2.239
H -2.933 0.553 -2.304
H -1.630 1.861 -2.483
H -0.880 0.800 -4.581
H -3.054 -1.226 -4.047
H -1.442 -1.607 -3.818
H -1.439 -2.986 -6.951
H -2.918 -3.259 -6.112
H -1.332 -3.236 -5.269
H -2.675 0.841 -6.029
H -3.723 0.774 -4.870
C -4.300 -5.915 4.462
C -4.962 -5.550 3.138
C -4.226 -6.050 1.870
O -3.070 -5.256 1.817
C -2.261 -5.452 0.656
N -6.332 -6.081 3.086
H -4.877 -5.431 5.250
H -3.316 -5.446 4.486
H -4.320 -6.975 4.717
H -5.008 -4.469 3.001
H -4.885 -5.932 1.010
H -3.983 -7.090 2.089
H -2.621 -4.911 -0.220
H -2.249 -6.496 0.345
H -1.219 -5.219 0.875
H -6.644 -5.991 2.130
H -6.984 -5.465 3.550
C 2.544 2.506 3.614
C 3.671 1.515 3.036
C 3.715 0.131 3.693
O 4.708 -0.722 3.099
C 4.672 -2.013 3.726
N 3.416 1.345 1.584
H 1.613 1.957 3.758
H 2.508 3.428 3.033
H 2.851 2.766 4.627
H 4.620 2.030 3.184
H 2.774 -0.380 3.491
H 3.872 0.158 4.771
H 4.827 -1.811 4.786
H 5.419 -2.714 3.353
H 3.698 -2.493 3.635
H 4.053 0.627 1.267
H 2.510 0.909 1.488
C 2.322 1.030 -6.410
C 2.142 1.384 -4.920
C 3.433 1.090 -4.040
O 3.750 -0.351 -3.995
C 2.931 -1.083 -3.045
N 1.794 2.769 -4.792
H 1.387 1.143 -6.958
H 2.640 -0.001 -6.569
H 3.072 1.649 -6.901
H 1.224 0.921 -4.559
H 3.369 1.571 -3.064
H 4.297 1.623 -4.436
H 2.693 -0.445 -2.194
H 3.461 -1.983 -2.734
H 2.000 -1.387 -3.524
H 1.741 3.091 -3.836
H 0.911 3.023 -5.212
C 2.531 -2.578 6.437
C 1.212 -3.178 6.129
C 0.828 -3.032 4.602
O 0.940 -1.668 4.224
C -0.148 -0.872 4.729
N 1.304 -4.634 6.368
H 2.631 -2.638 7.520
H 2.601 -1.508 6.241
H 3.412 -3.001 5.955
H 0.523 -2.707 6.830
H -0.136 -3.366 4.218
H 1.549 -3.547 3.966
H -0.463 -0.933 5.771
H -1.032 -1.260 4.222
H 0.064 0.194 4.646
H 0.826 -5.096 5.608
H 0.705 -4.798 7.165
C -0.935 -1.709 0.908
C 0.177 -0.687 0.654
C -0.276 0.690 1.181
O -1.409 1.043 0.385
C -1.847 2.361 0.596
N 1.381 -1.080 1.335
H -1.763 -1.630 0.203
H -1.420 -1.782 1.882
H -0.504 -2.689 0.706
H 0.465 -0.508 -0.382
H 0.553 1.391 1.082
H -0.537 0.675 2.239
H -1.091 3.068 0.254
H -2.092 2.618 1.627
H -2.803 2.402 0.074
H 1.731 -1.960 0.984
H 1.154 -1.186 2.314
C -4.529 2.758 4.862
C -3.960 1.620 5.787
C -3.986 0.135 5.202
O -3.272 -0.813 6.008
C -3.365 -2.151 5.553
N -2.641 1.974 6.153
H -4.044 2.841 3.889
H -4.514 3.701 5.408
H -5.611 2.653 4.783
H -4.588 1.563 6.676
H -3.475 0.063 4.242
H -5.022 -0.187 5.094
H -2.766 -2.283 4.652
H -4.401 -2.416 5.340
H -3.084 -2.848 6.342
H -2.316 1.209 6.726
H -2.718 2.756 6.786
C -0.104 7.890 0.174
C -1.556 7.873 -0.179
C -2.230 6.553 -0.047
O -3.364 6.490 -0.915
C -3.990 5.268 -0.797
N -2.199 8.815 0.743
H 0.030 7.789 1.251
H 0.340 8.852 -0.080
H 0.431 7.087 -0.333
H -1.612 8.379 -1.143
H -2.491 6.304 0.981
H -1.537 5.755 -0.310
H -4.923 5.225 -1.359
H -4.252 4.976 0.220
H -3.261 4.549 -1.170
H -3.139 9.003 0.423
H -1.881 9.759 0.575
C 3.325 -6.712 -0.366
C 3.843 -6.069 0.886
C 3.012 -4.868 1.397
O 2.841 -3.808 0.486
C 4.012 -3.201 -0.040
N 3.876 -7.085 1.903
H 3.080 -5.980 -1.136
H 2.346 -7.061 -0.040
H 3.839 -7.593 -0.751
H 4.873 -5.724 0.794
H 3.452 -4.558 2.345
H 2.016 -5.202 1.688
H 4.414 -3.774 -0.875
H 4.846 -3.332 0.650
H 3.887 -2.143 -0.268
H 4.061 -6.716 2.825
H 4.637 -7.723 1.720
```